The following is a quantum chemistry calculation of a molecular structure, C18H18N4S4SbZn, from the Open Molecules 2025 dataset.

The HOMO energy is -0.1007 Eh. As for the LUMO energy: 1.920 eV. The charge is -1. The relative energy (zero: lowest compared OMol25 entry of this formula, charge and spin) comes out at 0.00 kcal per mole. The value obtained for the largest force on an atom is 1.0 eV/A. As for the gap between HOMO and LUMO: 0.1713 Eh. Its total energy is -123218.60741 eV.

The geometry in XYZ format:
```
46
Properties=species:S:1:pos:R:3:forces:R:3:nbo_charge:R:1
N -0.156306 -1.823607 -1.325216 0.00 0.18 0.08 -0.59
C -0.225176 4.364598 0.000017 -0.02 -0.08 -0.05 -0.26
S 0.782224 1.079303 -2.962627 0.33 0.00 0.25 -0.74
C -1.595764 -1.674437 4.032221 -0.06 0.02 -0.04 -0.15
H 1.123747 -3.639950 -4.451416 0.01 0.00 0.00 0.21
H 2.954411 3.369962 -0.584270 0.00 0.02 -0.01 0.21
C -0.689966 3.150270 0.456982 -0.04 -0.05 0.08 0.08
C -0.298988 -1.546088 3.567403 0.06 0.00 -0.02 -0.26
C -0.084789 -1.042592 2.290209 0.02 -0.03 0.04 0.24
S -3.914935 3.600624 -0.304646 -0.23 -0.03 -0.13 -0.98
H 1.790474 -1.902876 1.823915 0.00 0.02 -0.01 0.21
Sb -4.006266 2.061114 -2.006887 0.17 0.03 0.22 0.95
H 2.980095 -0.926409 -0.997649 -0.06 0.02 -0.05 0.22
C -2.364901 -0.802185 1.956097 -0.11 0.04 0.05 0.07
C 1.370075 2.170908 0.217597 0.09 -0.02 0.07 0.23
S -4.409241 -0.010758 -1.078985 0.14 -0.07 0.16 -1.01
H 2.344504 -2.229736 0.001523 0.10 0.02 -0.03 0.19
C 1.639136 -2.478596 -2.733302 0.05 0.15 -0.27 -0.26
C -0.604972 -3.067409 -3.301980 -0.04 0.05 0.08 -0.28
H 1.881354 -0.291455 2.496236 -0.01 0.01 -0.03 0.21
C -1.019242 -2.395204 -2.174494 -0.12 0.00 -0.06 0.09
C 1.107596 4.460627 -0.369410 0.15 -0.06 -0.04 -0.15
N 1.515877 -0.351591 0.422595 0.03 0.11 -0.15 -0.52
H -2.069919 -2.293349 -1.927977 -0.01 0.07 0.01 0.23
H -0.923380 5.177269 -0.134657 -0.02 0.03 0.06 0.24
C 0.760304 -3.121163 -3.573189 0.10 0.03 -0.05 -0.15
C 1.343395 -0.905718 1.768734 -0.22 -0.03 0.14 -0.25
H -1.331267 -3.523251 -3.958982 -0.01 -0.01 0.01 0.22
C 2.070107 -1.322122 -0.547803 0.06 0.11 0.02 -0.24
C -2.652552 -1.297458 3.215365 0.17 0.00 -0.03 -0.26
C 1.129494 -1.786056 -1.637733 0.11 -0.71 0.42 0.27
H 3.005546 0.935504 -0.348629 -0.09 0.03 -0.04 0.23
H 2.732871 1.063185 1.390595 0.10 0.00 -0.05 0.18
H 0.546143 -1.830314 4.182342 0.00 0.00 0.00 0.21
H 1.493954 5.380948 -0.787919 0.04 0.02 0.02 0.21
N -1.104890 -0.685155 1.519326 -0.05 -0.08 0.09 -0.58
H -3.142662 -0.480750 1.265299 -0.01 0.02 -0.08 0.28
H -1.742082 3.019456 0.680288 0.01 -0.03 0.01 0.25
C 1.923978 3.349936 -0.253961 0.02 0.18 -0.04 -0.25
H -3.678770 -1.379565 3.540666 -0.03 0.02 -0.01 0.23
H -1.782258 -2.063474 5.025336 0.01 0.00 0.00 0.21
S -1.144396 1.044012 -2.149682 -0.56 0.10 -0.86 -0.74
Zn -0.585759 0.066620 -0.293108 -0.27 0.12 0.03 1.58
N 0.098401 2.075121 0.575793 0.14 -0.12 0.19 -0.57
C 2.235009 0.948197 0.420091 0.02 -0.05 0.04 -0.24
H 2.699791 -2.446374 -2.944108 0.02 -0.03 0.00 0.21
```
Positions in Å, forces in eV/Å.

=====

The following is a quantum chemistry calculation of a molecular structure, C24H20AuN5, from the Open Molecules 2025 dataset.

As for the multiplicity: 3. The HOMO energy (spin up / spin down) is -0.2715 / -0.2711 Eh. As for the LUMO energy (spin up / spin down): 0.208 / -2.060 eV. The charge is 0. The relative energy (zero: lowest compared OMol25 entry of this formula, charge and spin) comes out at 0.68 kcal per mole. Its expectation value of S² is 2.063. The value obtained for the largest force on an atom is 2.7 eV/A. As for the gap between HOMO and LUMO (spin up / spin down): 0.2791 / 0.1954 Eh. Its total energy is -36350.50755 eV.

The geometry in XYZ format:
```
50
Properties=species:S:1:pos:R:3:forces:R:3:nbo_charge:R:1
C 6.052948 8.604010 10.426904 0.39 -0.87 1.34 0.08
H 17.181986 11.740668 7.484721 0.08 -0.62 -0.38 0.22
H 15.269876 8.463443 5.541297 0.00 0.00 0.97 0.21
H 12.993594 8.153819 14.799225 -0.62 0.05 -0.65 0.21
C 15.735107 8.329272 10.239048 0.42 -0.45 2.08 -0.26
H 10.192944 8.094706 14.649997 0.70 -0.35 -0.95 0.22
C 11.343700 10.506587 7.086065 -0.99 0.51 -0.59 0.05
H 16.894667 10.735914 9.576983 -0.01 -0.33 0.44 0.21
N 3.524335 6.800732 12.127388 0.49 1.23 0.01 -0.29
C 10.638878 8.225078 12.461714 -0.47 -0.13 0.79 -0.06
C 16.301664 10.081367 6.401167 -0.34 -0.37 -1.86 -0.23
H 16.448992 10.445619 5.388511 0.15 0.22 0.18 0.21
C 11.595511 12.270034 4.948889 -1.28 1.24 -0.08 -0.16
H 6.978471 11.024849 13.233891 0.15 0.51 -0.28 0.23
H 5.195938 9.300743 13.569550 -0.20 0.83 0.11 0.23
C 16.747599 10.731596 7.490160 0.27 1.26 1.54 -0.21
C 15.581998 8.901325 6.514242 -0.36 -0.64 -1.14 -0.24
H 13.185992 9.690065 6.334584 1.32 -1.51 0.42 0.23
H 16.144778 7.275049 10.184606 -0.36 1.06 -0.18 0.21
H 16.353888 8.870729 11.016267 0.01 -0.35 -1.09 0.18
C 12.835141 8.410706 12.573895 -0.40 -0.59 1.86 0.09
H 8.287318 10.845945 11.037547 0.12 -0.01 0.25 0.20
Au 11.573127 8.979689 9.804307 0.33 -0.28 0.85 0.73
C 4.239984 7.695332 11.945821 -0.11 -1.67 -0.84 0.27
H 9.646699 8.191691 12.051127 -0.02 0.13 -0.49 0.20
H 5.825823 7.823406 9.707756 0.25 0.33 -0.34 0.21
H 9.497913 11.713106 7.567389 1.24 -0.63 -0.74 0.23
C 6.662550 10.432128 12.391321 -0.47 -1.21 0.63 -0.25
C 10.915368 8.086148 13.802879 1.14 0.65 1.12 -0.34
C 12.486781 11.253005 5.122809 1.70 -0.93 -0.40 -0.21
H 13.365289 11.117564 4.470611 -0.63 0.35 0.10 0.22
C 15.283380 8.337223 7.736575 0.52 1.28 0.57 -0.16
H 14.639084 7.484153 7.818292 0.00 -0.45 0.14 0.22
H 9.973868 13.391317 5.722041 -0.83 -0.07 0.22 0.23
H 14.982455 8.703966 12.839242 -0.34 -0.46 -0.87 0.16
C 15.793044 8.995187 8.889634 0.33 -0.80 -0.18 -0.04
C 10.494934 12.464125 5.850237 2.30 -0.60 -1.23 -0.22
C 12.346712 8.219097 13.904943 0.33 0.09 -0.83 -0.29
C 10.351954 11.548804 6.842561 -1.22 0.45 1.73 -0.18
C 5.312089 8.604647 11.615035 -0.55 0.82 0.00 -0.21
N 14.404547 8.241203 10.820033 -0.26 0.02 -0.06 -0.47
H 11.715000 12.979881 4.124296 0.05 -0.30 0.30 0.22
N 11.765662 8.406861 11.737622 -0.64 -0.05 -1.03 -0.63
N 11.183612 9.714776 8.106824 0.22 0.02 -0.30 -0.28
C 12.426574 10.367286 6.176143 -1.90 1.70 -0.01 -0.16
C 16.526244 10.161723 8.741041 -0.32 0.27 -0.16 -0.20
C 5.627084 9.530091 12.602582 0.77 -0.46 0.23 -0.12
N 7.181037 9.321553 10.342592 -1.36 -0.85 -1.82 -0.41
C 7.414470 10.234293 11.240326 0.61 1.32 0.71 0.06
C 14.205263 8.425254 12.067901 -0.21 0.59 -0.07 0.10
```
Positions in Å, forces in eV/Å.

=====

The following is a quantum chemistry calculation of a single C21H20F2N2O4 molecule, from the Open Molecules 2025 dataset.

The HOMO energy is -0.3349 Eh. As for the LUMO energy: -0.580 eV. The charge is 0. The value obtained for the largest force on an atom is 1.5 eV/A. As for the gap between HOMO and LUMO: 0.3136 Eh. Its total energy is -38709.12503 eV. As for the structure (SMILES): O=C(CCCN1C(=O)c2ccccc2C1=O)NCCc1ccc(OC(F)F)cc1.

The geometry in XYZ format:
```
49
Properties=species:S:1:pos:R:3:forces:R:3:nbo_charge:R:1
C 1.833564 -1.036732 1.141156 0.69 -0.11 -0.18 -0.06
C -1.700253 2.163433 -0.084135 -0.06 0.09 -0.12 -0.03
H -4.877163 1.178670 0.788192 0.09 0.05 0.14 0.23
C -2.923682 -2.179065 -0.423919 -0.14 0.18 -0.17 -0.50
H 4.714478 -1.810870 -0.483594 0.08 -0.04 -0.08 0.24
C -1.729533 -1.866991 -1.337377 0.03 -0.11 0.13 -0.40
C 0.446995 -1.415264 0.780371 -0.08 0.04 0.02 0.69
F 2.908608 2.697784 -2.171035 -0.17 0.30 0.01 -0.34
H -2.568415 -2.496638 0.556440 0.02 -0.04 -0.03 0.22
C 4.057622 -1.388858 0.260507 -0.16 -0.06 -0.03 -0.16
H -0.863750 -3.691941 -0.541605 0.04 0.02 -0.09 0.20
H 0.773721 1.270941 -2.217827 0.07 0.00 -0.01 0.23
C 2.313680 -0.286860 2.193704 -0.08 -0.13 -0.07 -0.19
C 0.454446 2.365941 0.977291 0.27 -0.07 -0.15 -0.26
H -3.532889 -2.970861 -0.859179 -0.05 0.05 0.07 0.23
H -3.578531 1.488215 1.970248 -0.05 0.00 -0.03 0.19
H -3.610313 2.086494 -1.024516 -0.03 0.05 0.00 0.22
C 3.188199 1.743090 -1.251300 1.37 0.00 -0.61 0.80
H -2.048826 -1.943774 -2.376724 0.02 0.04 -0.02 0.22
H 5.605593 -0.451779 1.402479 0.09 0.01 0.02 0.22
H 1.641157 0.126356 2.928750 -0.08 0.05 0.08 0.23
H 1.068953 2.618239 1.826159 0.08 0.05 0.13 0.23
O 2.206749 -2.955371 -1.761066 0.14 0.05 0.00 -0.54
H 4.258607 1.804298 -0.999141 -0.41 -0.01 0.01 0.13
C -1.062020 1.727717 -1.235671 0.01 0.14 0.20 -0.21
C -3.795002 1.218898 0.934443 -0.18 0.14 -0.30 -0.21
C 2.694591 -1.583721 0.188114 0.03 0.39 0.63 -0.13
C 3.688190 -0.086754 2.267260 -0.14 0.03 0.09 -0.19
C -0.919848 2.475162 1.025354 0.01 -0.03 -0.16 -0.14
N 0.548449 -2.169046 -0.371054 -0.19 -0.14 -0.21 -0.47
C 0.317963 1.608024 -1.300539 0.16 -0.10 -0.13 -0.23
C 4.543016 -0.625675 1.318190 0.07 -0.08 -0.12 -0.20
H -1.399429 -0.839064 -1.174126 -0.02 -0.07 -0.07 0.22
H -3.500173 3.256659 0.300594 -0.06 0.05 -0.07 0.22
H 4.096584 0.498984 3.077057 0.04 0.05 0.07 0.22
O -0.575932 -1.133796 1.362640 0.02 -0.06 0.06 -0.60
C 1.872176 -2.323771 -0.794759 0.01 -0.11 -0.10 0.69
C -0.539756 -2.803973 -1.094815 -0.21 -0.05 -0.18 -0.22
N -3.269415 -0.101119 0.692031 0.16 0.25 0.39 -0.64
H -1.647974 1.484870 -2.110218 -0.08 -0.03 -0.08 0.22
O -4.794824 -0.706530 -0.864851 -0.36 0.16 -0.35 -0.64
H -2.365238 -0.323253 1.086179 -0.07 -0.11 -0.07 0.43
C -3.777165 -0.930802 -0.243768 0.31 -0.58 0.25 0.68
O 2.477217 1.863973 -0.131597 -0.95 0.09 0.49 -0.50
H -1.392701 2.818589 1.933125 -0.05 0.05 0.13 0.21
C -3.197674 2.261365 -0.030509 -0.10 -0.18 0.23 -0.44
C 1.072412 1.933846 -0.188743 0.14 0.07 0.06 0.25
F 2.983998 0.564395 -1.899980 -0.20 -0.29 0.01 -0.35
H -0.096453 -3.133443 -2.038227 -0.06 -0.01 0.19 0.24
```
Positions in Å, forces in eV/Å.

=====

The following is a quantum chemistry calculation of 13 unconnected molecules or ions with the total composition H26O13, from the Open Molecules 2025 dataset.

The HOMO energy is -0.3645 Eh. As for the LUMO energy: -1.198 eV. The charge is 0. The relative energy (zero: lowest compared OMol25 entry of this formula, charge and spin) comes out at 126.20 kcal per mole. The value obtained for the largest force on an atom is 4.7 eV/A. As for the gap between HOMO and LUMO: 0.3204 Eh. Its total energy is -27036.47448 eV.

The geometry in XYZ format:
```
39
Properties=species:S:1:pos:R:3:forces:R:3:nbo_charge:R:1
O 0.229445 -3.084030 -4.651996 -1.29 -1.52 0.48 -0.92
O -0.061968 0.583413 -1.052310 -2.88 -3.73 -0.54 -0.94
H -2.167772 -0.314295 1.396846 -1.31 1.59 -0.69 0.45
H 1.030988 -1.902967 -2.218906 -1.95 3.82 -0.22 0.46
H 2.934464 -0.483460 2.345656 -0.44 -2.21 -0.72 0.45
H 1.183514 -2.789148 1.080813 -0.02 -1.28 0.67 0.46
H -1.552118 -4.210292 -0.376431 0.23 1.24 0.76 0.48
O 1.102805 -3.010811 2.045950 -0.09 0.38 -2.20 -0.90
H -0.722308 -3.097822 0.503162 -2.75 -1.26 -1.25 0.46
O 3.230417 0.349109 2.610629 -0.31 2.39 0.91 -0.92
H -3.319026 1.609018 -1.431889 0.01 1.54 -0.77 0.48
H 1.142780 1.433331 -2.810055 -0.28 0.06 0.10 0.47
O -2.740532 0.431225 1.047425 0.39 -3.11 -2.38 -0.92
H -1.549533 4.080749 -1.797152 0.20 -0.10 0.30 0.49
O -2.413106 1.023840 3.220003 2.06 2.16 0.52 -0.95
H 1.594754 3.696512 -0.209371 -0.14 0.09 -0.16 0.48
H -2.351837 1.229298 1.349507 0.11 0.82 0.22 0.47
H 2.304995 2.961400 0.917115 0.75 -0.17 0.17 0.46
H 0.084625 -3.000312 -3.706746 -0.17 -0.63 0.12 0.46
H -2.053412 2.346924 -1.478281 0.94 0.18 0.39 0.48
H 0.689317 0.961187 -0.726458 3.27 2.14 1.60 0.47
O -1.639523 -3.333365 0.078994 2.47 -0.03 0.57 -0.95
O 1.464704 3.322691 0.665544 -0.60 -0.11 -0.02 -0.95
H -0.514054 3.138533 -2.300885 0.72 -0.52 -1.36 0.47
O 1.899276 1.915713 -3.164853 1.62 -2.80 -1.16 -0.94
H 2.435823 -2.433546 -1.933286 -0.28 0.17 -0.18 0.48
O 1.518887 -2.651460 -2.139135 2.29 -3.69 0.83 -0.95
H -1.466661 1.103746 2.852269 -2.16 -0.75 1.94 0.46
H 2.435009 1.116098 -3.573784 -1.44 2.66 1.11 0.47
H -2.552737 0.238829 3.736562 0.69 -0.50 0.28 0.49
H 2.422269 0.765958 2.975840 0.74 -0.12 -0.19 0.47
H -0.106444 -0.289181 -0.551101 -0.34 1.70 -1.09 0.47
O -2.937736 2.462706 -1.797954 -2.34 -2.62 0.48 -0.99
H -0.279323 -1.457700 3.688262 -0.61 0.25 0.21 0.46
H 0.115427 -1.003827 5.059396 -1.27 0.62 -0.80 0.48
H 1.280879 -2.118429 2.299708 0.27 1.00 1.37 0.44
H 0.705238 -2.308702 -4.800876 1.36 1.95 -0.95 0.45
O -0.823846 3.508837 -1.498499 0.57 1.54 0.99 -0.93
O -0.553677 -0.789770 4.346289 1.98 -1.14 0.62 -0.94
```
Positions in Å, forces in eV/Å.